(1)
Computed, not measured: 8 unconnected molecules or ions with the total composition C48H98BrN11 at a distorted geometry, with ωB97M-V with the def2-TZVPD basis set.

The orbital gap comes out at 9.7 eV. For the HOMO energy, the calculation gives -21.0 eV.

Structure (ORCA input):
```
! RIJCOSX wB97M-V def2-TZVPD def2/J DEFGRID3
* xyz 6 1
C -2.34770 5.07294 2.43522
C -1.20248 4.44529 1.61612
C -0.42064 5.45744 0.76171
N -0.08778 4.90915 -0.72101
C -1.33951 4.93571 -1.61138
C 0.93570 5.81052 -1.42407
C 1.71236 4.97904 -2.43395
C 1.68063 3.53991 -1.90126
C 0.76450 3.55248 -0.64632
H -2.95715 5.68924 1.77429
H -2.06095 5.65412 3.31163
H -3.03955 4.31404 2.80061
H -1.62054 3.67081 0.97307
H -0.57708 3.97817 2.37690
H 0.47945 5.71346 1.32063
H -0.97862 6.38209 0.61411
H -1.13012 4.43207 -2.55509
H -1.68127 5.87202 -2.05252
H -2.20522 4.56061 -1.06553
H 0.44487 6.69066 -1.83946
H 1.67442 6.14404 -0.69527
H 1.31212 5.01685 -3.44711
H 2.72387 5.38005 -2.49829
H 1.30896 2.81069 -2.62112
H 2.67709 3.14451 -1.70421
H 0.07266 2.71147 -0.69279
H 1.26220 3.52475 0.32302
C -1.02705 -5.98679 -1.80304
C 0.22889 -5.80177 -0.88626
C 1.09961 -4.44914 -1.04316
N 2.06921 -4.15919 0.06345
C 2.96137 -5.41799 0.39808
C 1.19853 -3.83473 1.36429
C 1.97261 -2.91945 2.19477
C 2.88879 -2.13310 1.22705
C 2.92618 -2.91954 -0.12670
H -1.64819 -5.10186 -1.66453
H -1.56934 -6.92244 -1.66678
H -0.79311 -6.01921 -2.86715
H 0.84211 -6.69852 -0.97513
H -0.23653 -5.94258 0.08927
H 0.42332 -3.59483 -1.07274
H 1.75636 -4.44751 -1.91309
H 3.46056 -5.81494 -0.48586
H 2.22073 -6.13649 0.74923
H 3.70320 -5.07380 1.11872
H 0.99527 -4.73466 1.94472
H 0.25876 -3.37710 1.05525
H 2.63014 -3.50188 2.84015
H 1.42930 -2.34300 2.94352
H 3.91811 -2.00615 1.56245
H 2.48189 -1.13130 1.08948
H 3.91116 -3.19901 -0.50062
H 2.38257 -2.27161 -0.81428
C -2.97424 -1.50065 -3.20823
C -1.66252 -1.84280 -3.90083
C -0.43473 -0.92275 -3.76673
N 0.75758 -1.25996 -4.72186
C 1.11668 -2.76476 -4.80564
C 2.01992 -0.40655 -4.37632
C 2.74711 -0.12368 -5.69713
C 1.75104 -0.33562 -6.77099
C 0.40995 -0.78521 -6.14327
H -2.78035 -1.23574 -2.16884
H -3.78006 -2.20660 -3.40921
H -3.28939 -0.57134 -3.68276
H -1.87069 -2.14971 -4.92580
H -1.39041 -2.73702 -3.34008
H 0.01192 -1.12185 -2.79258
H -0.64957 0.13324 -3.93051
H 1.40054 -3.29027 -3.89385
H 1.96868 -2.77080 -5.48546
H 0.31986 -3.33392 -5.28443
H 2.56698 -0.93182 -3.59343
H 1.68449 0.50326 -3.87848
H 3.69613 -0.65905 -5.72620
H 3.09115 0.90831 -5.76595
H 2.29221 -1.12977 -7.28536
H 1.66321 0.54372 -7.40908
H -0.10194 -1.58348 -6.68069
H -0.35900 -0.01702 -6.06141
C 4.50778 4.94702 0.20497
C 5.26509 3.66069 0.00485
N 5.29779 2.82320 1.23731
C 4.39186 1.83940 1.71338
C 4.88385 1.24778 2.90145
N 6.12517 1.85661 3.12319
C 6.37143 2.80306 2.10173
C 6.86381 1.58888 4.28120
H 4.90486 5.52812 1.03729
H 3.46866 4.67281 0.38702
H 4.43175 5.53765 -0.70798
H 6.28160 3.91377 -0.29641
H 4.88533 3.12173 -0.86313
H 3.53951 1.63944 1.08099
H 4.56291 0.54421 3.65537
H 7.31021 3.32524 1.99032
H 7.01964 0.51597 4.39378
H 6.34198 2.07990 5.10259
H 7.77705 2.16919 4.14949
C 1.76618 -0.93332 8.41712
C 1.29770 0.43028 7.88142
N 0.59389 0.32094 6.57325
C 1.05159 -0.25210 5.39324
C 0.17765 -0.02274 4.36410
N -0.88369 0.66388 4.91702
C -0.64232 0.86529 6.25388
C -2.07737 1.15128 4.24830
H 2.62314 -1.22710 7.81096
H 0.91852 -1.61857 8.41446
H 2.23853 -0.84299 9.39529
H 2.04290 1.21888 7.77710
H 0.49324 0.88989 8.45562
H 1.99871 -0.76523 5.47115
H 0.07327 -0.31930 3.33087
H -1.38219 1.34287 6.87910
H -1.85035 1.16847 3.18234
H -2.25541 2.19967 4.48765
H -2.94120 0.49169 4.33095
C -5.65514 2.59827 -4.79545
C -4.74182 3.44500 -3.83017
N -4.38184 2.72993 -2.60934
C -3.25217 1.84612 -2.42131
C -3.24847 1.44517 -1.08607
N -4.48506 1.79111 -0.56716
C -5.13697 2.55117 -1.51537
C -4.93418 1.51531 0.84619
H -5.88486 3.14604 -5.70938
H -6.59987 2.46325 -4.26880
H -5.10806 1.66267 -4.91150
H -5.23179 4.38528 -3.57742
H -3.82741 3.84920 -4.26443
H -2.63767 1.75539 -3.30481
H -2.62187 0.81607 -0.47125
H -6.14547 2.92209 -1.40697
H -5.82748 0.90008 0.73851
H -5.16518 2.49230 1.27074
H -4.17857 1.19782 1.56477
C -4.92408 -2.40905 -0.13527
C -3.47298 -2.83182 -0.09031
N -3.10290 -3.76464 0.95085
C -2.23662 -3.53727 1.98675
C -1.86569 -4.78555 2.47229
N -2.72160 -5.73276 1.92219
C -3.45820 -5.07953 0.96159
C -2.79193 -7.11237 2.32016
H -5.62962 -3.23951 -0.16081
H -5.13703 -1.67514 -0.91253
H -5.15947 -1.88518 0.79115
H -2.98940 -1.87896 0.12488
H -3.10488 -3.21169 -1.04336
H -1.87625 -2.54784 2.22668
H -1.24419 -5.13965 3.28146
H -4.14373 -5.46625 0.22207
H -1.76820 -7.48596 2.29763
H -3.43697 -7.74670 1.71218
H -3.20363 -7.08028 3.32891
Br -0.23173 -0.34056 0.46817
*
```

Löwdin atomic charge list, values in e, 4 entries: -0.080 -0.241 -0.058 -0.178

=====

(2)
Computed, not measured: a molecular structure, C14H20MnN2O6, with ωB97M-V with the def2-TZVPD basis set.

The calculation puts the relative energy (zero: lowest compared OMol25 entry of this formula, charge and spin) at 48.9 kcal per mole. The orbital gap (alpha / beta) comes out at 7.1 / 7.9 eV. Its expectation value of S² is 8.809. For the HOMO energy (alpha / beta), the calculation gives -8.4 / -9.3 eV.

Structure (ORCA input):
```
! RIJCOSX wB97M-V def2-TZVPD def2/J DEFGRID3
* xyz 0 6
Mn -0.41437 -0.72520 0.60142
O 1.93969 -0.76989 -2.50733
C 1.24903 -0.95601 -1.53292
O 0.73123 -0.00993 -0.78871
C 0.82142 -2.36915 -1.11096
C -0.70555 -2.50571 -1.37006
C -1.14862 -3.91368 -0.99150
C -1.08868 -4.05600 0.53407
C -0.09380 -3.14161 1.14181
O -1.47248 -1.57755 -0.61907
C 1.14938 -2.75384 0.39695
C 1.89218 -1.68840 1.25576
O 3.08249 -1.73748 1.42712
O 1.07158 -0.80552 1.79706
H 1.33958 -3.06256 -1.76911
H -0.87586 -2.32776 -2.43648
H -0.49662 -4.63771 -1.48522
H -2.16409 -4.09110 -1.34389
H -0.82937 -5.08712 0.81470
H -2.06460 -3.86732 0.98495
H -0.07192 -3.05938 2.22308
H 1.82025 -3.62137 0.34953
C 0.73847 2.08222 2.62565
N 0.27426 2.57453 1.33610
C 1.15345 3.53829 0.68331
C 0.41363 4.29826 -0.39426
C -0.28068 3.30526 -1.30121
N -1.13941 2.42979 -0.51348
C -2.11222 1.66589 -1.27910
C -0.73560 1.97442 0.69136
O -1.33935 0.98406 1.23180
H 1.65795 1.50792 2.50791
H -0.01105 1.43842 3.07064
H 0.91588 2.93856 3.27710
H 2.01231 3.00520 0.26331
H 1.52440 4.21761 1.45183
H 1.11804 4.90064 -0.96716
H -0.32186 4.96889 0.05448
H 0.45097 2.69500 -1.84310
H -0.90962 3.81471 -2.03119
H -1.61187 0.96711 -1.95480
H -2.71429 2.36030 -1.86414
H -2.75430 1.09722 -0.61624
*
```

Löwdin atomic charge list, values in e, 4 entries: 1.053 0.095 -0.571 -0.086